[1]
{"formula": "C9H10", "method": "wB97M-V/def2-TZVPD", "species": ["C", "C", "C", "C", "C", "C", "C", "C", "C", "H", "H", "H", "H", "H", "H", "H", "H", "H", "H"], "coordinates": [[-3.65892, -0.07606, -0.42448], [-2.33570, -0.05528, -0.53566], [-1.48797, 0.19174, 0.72769], [0.03264, 0.09330, 0.40876], [0.56186, -1.19186, 0.22858], [1.93089, -1.25853, -0.03562], [2.70066, -0.15164, -0.35444], [2.18248, 1.16187, -0.22580], [0.75607, 1.23088, 0.11252], [-4.17887, 0.28389, 0.58628], [-4.03619, -0.05820, -1.17094], [-1.78811, -0.42991, -1.20055], [-1.46493, 1.02360, 1.07998], [-1.93730, -0.58632, 1.46726], [0.04795, -1.89716, 0.33206], [2.43664, -2.25424, 0.00579], [3.80972, -0.31299, -0.43823], [2.61320, 2.25449, -0.41101], [0.40582, 2.31024, 0.33999]], "forces_ev_per_a": [[8.148, 1.869, 16.854], [-3.377, 2.508, 8.241], [0.700, -10.567, -3.690], [-1.857, -1.370, -0.574], [8.922, 11.764, -1.432], [-0.199, -1.601, -0.281], [1.828, 1.695, 1.008], [-2.594, 0.875, -0.303], [2.534, 1.967, 0.718], [1.125, -0.935, -2.505], [-9.686, -0.515, -15.997], [3.771, -2.470, -6.496], [-1.391, 10.130, 4.266], [1.468, 1.342, -0.782], [-7.550, -10.768, 1.783], [-0.471, 0.913, -0.278], [-1.242, 0.278, -0.300], [-0.162, -3.034, 0.319], [0.032, -2.081, -0.553]], "multiplicity": 1, "relative_energy_kcal_mol": 112.7, "orbital_gap_ev": 10.2, "smiles": "C=CCc1ccccc1", "total_energy_ha": -348.6972}

[2]
{"formula": "C9H10", "method": "wB97M-V/def2-TZVPD", "species": ["C", "C", "C", "C", "C", "C", "C", "C", "C", "H", "H", "H", "H", "H", "H", "H", "H", "H", "H"], "coordinates": [[2.06994, 1.23309, 1.42020], [1.20429, 0.39327, 0.82473], [1.10160, -0.98460, 1.47884], [0.13060, -1.91803, 1.28310], [-1.21278, -1.77407, 0.50529], [-1.37007, -0.93675, -0.55598], [-0.59101, 0.31254, -1.04914], [-1.28754, 1.16556, -2.16643], [0.42115, 0.79696, -0.34258], [2.75017, 1.04008, 2.18886], [2.29463, 2.31094, 1.17838], [1.96079, -1.18847, 2.18746], [0.34348, -3.02787, 1.65059], [-1.96927, -2.62395, 0.62917], [-2.32765, -0.99138, -1.13622], [-1.21583, 0.73189, -3.19727], [-0.65775, 2.03189, -2.40605], [-2.35261, 1.57688, -1.94764], [0.70786, 1.85200, -0.54531]], "forces_ev_per_a": [[-0.056, 2.287, -1.439], [-0.071, -1.608, 1.746], [-0.082, -0.046, -0.495], [-0.386, -1.352, -0.077], [1.810, -0.723, -0.810], [-0.789, 1.066, -0.614], [-2.238, -1.461, 0.650], [0.267, 0.316, -0.344], [0.843, 2.432, 0.255], [0.465, -1.328, 1.384], [-0.896, -1.169, -0.648], [-1.093, -0.066, -1.085], [-0.667, 2.652, -0.339], [1.174, 1.495, 0.022], [0.812, -0.311, 0.684], [-0.710, -0.515, 1.029], [-0.090, 0.203, 0.781], [1.814, -1.136, -0.210], [-0.107, -0.734, -0.490]], "multiplicity": 1, "relative_energy_kcal_mol": 37.4, "orbital_gap_ev": 8.2, "smiles": "C=C1C=CC=CC(C)=C1", "total_energy_ha": -348.8173}